# C4H2O2

C4H2O2 in the gas phase at a distorted geometry (the ωB97M-V functional and the def2-TZVPD basis, the OMol25 dataset).

Cartesian coordinates (Å):
C (-0.16715, -1.16526, -2.26556)
C (0.00718, -0.75960, -1.15308)
C (0.27782, -0.18219, 0.12013)
O (1.22525, -0.51282, 0.82905)
C (-0.68203, 0.97460, 0.54524)
O (-0.62327, 1.39604, 1.66544)
H (-0.17544, -1.76907, -3.15498)
H (-1.25524, 1.49805, -0.28138)

Computed properties:
* maximum force: 2.22 eV/A
* SMILES string: C#CC(=O)C=O
* charge: 0
* Kohn-Sham gap: 9.07 eV
* electronic energy: -303.9882 hartree
* LUMO energy: -1.265 eV
* HOMO level: -10.3 eV
* molar mass: 82.06 g mol⁻¹

Atomic partial charges in e from the Löwdin method, atoms 1 to 6: 0.169, -0.052, -0.361, 0.127, -0.170, 0.099

***

# C4H2O2

A molecular structure, C4H2O2 (the ωB97M-V functional and the def2-TZVPD basis, the OMol25 dataset).

Cartesian coordinates (Å):
O (1.97471, 0.30834, -0.81561)
C (1.29457, 0.59971, 0.14283)
C (-1.00010, 0.12370, 1.28755)
C (-0.12594, 0.24146, 0.23392)
C (-0.98232, -0.58663, -0.53854)
O (-2.12853, -0.50851, -0.01404)
H (1.70398, 1.15994, 1.00402)
H (-0.73636, -1.33800, -1.30013)

Computed properties:
* maximum force: 0.50 eV/A
* charge: 0
* Kohn-Sham gap: 9.70 eV
* electronic energy: -303.9081 hartree
* LUMO energy: -0.688 eV
* HOMO level: -10.4 eV
* molar mass: 82.06 g mol⁻¹

Atomic partial charges in e from the Löwdin method, atoms 1 to 6: 0.057, -0.235, 0.305, -0.251, -0.157, 0.000